(1)
Formula: C4H11N2
Source: the OMol25 dataset
Level of theory: ωB97M-V/def2-TZVPD

Calculated values
- total charge = +1
- SMILES string = CCC/[NH+]=C/N
- energy relative to the best compared isomer or geometry (same formula, charge and spin) (kcal/mol) = 28.5
- highest occupied orbital energy (Ha) = -0.5601

XYZ file:
```
17
C4H11N2 ωB97M-V/def2-TZVPD
C -2.31381 0.10438 -0.67318
C -1.54817 -0.50178 0.53158
C -0.26092 0.21137 0.87207
N 0.79744 -0.14490 -0.14557
C 1.91813 0.53859 -0.19100
N 3.09471 -0.04980 -0.27961
H -2.21573 -0.55013 -1.54355
H -3.31637 0.39594 -0.38882
H -1.78208 0.95828 -1.11655
H -1.32300 -1.55877 0.36054
H -2.23292 -0.40080 1.36426
H 0.00384 -0.02157 1.89981
H -0.36303 1.27631 0.65040
H 0.72831 -1.06004 -0.56804
H 1.78050 1.58437 0.08141
H 3.99499 0.28376 -0.61058
H 3.03812 -1.06521 -0.24315
```

=====

(2)
Formula: C4H11N2
Source: the OMol25 dataset
Level of theory: ωB97M-V/def2-TZVPD

Calculated values
- total charge = +1
- energy relative to the best compared isomer or geometry (same formula, charge and spin) (kcal/mol) = 59.2
- highest occupied orbital energy (Ha) = -0.5677

XYZ file:
```
17
C4H11N2 ωB97M-V/def2-TZVPD
C 2.09947 -0.22844 0.01020
C 3.02143 0.29598 -0.90796
C -2.96978 0.62274 0.81218
C -1.73142 0.09045 0.36518
N 0.89787 -0.43820 -0.25502
N -1.36578 -1.10698 0.25496
H 2.56259 -0.63255 0.88624
H 3.59157 1.24091 -0.51015
H 2.40801 0.64840 -1.70219
H 3.68586 -0.52554 -1.28200
H -2.83289 1.34533 1.57802
H -3.51017 1.12379 0.04644
H -3.58361 -0.22980 1.14201
H -0.72689 0.73752 0.25249
H 0.73298 0.02686 -1.07411
H -0.25762 -1.16469 0.11521
H -2.02162 -1.80577 0.26849
```